Here is 11 unconnected molecules or ions with the total composition C6H35NO11 from the Open Molecules 2025 dataset. Energies are from ωB97M-V with the def2-TZVPD basis set.

Bonds (Å) are listed after each position.
Geometry (Å):
1 N -0.12 -1.10 0.62  C5 1.464, H46 0.940, C47 1.544
2 C -0.30 0.98 -0.66  C5 1.553, H14 1.145, H28 1.087, C48 1.549
3 H -0.28 -2.37 -3.88  O11 1.005
4 H -3.84 -1.54 -1.21  O50 0.939
5 C -0.62 -0.55 -0.64  N1 1.464, C2 1.553, H18 1.055, H42 1.187
6 O 1.87 2.43 3.07  H24 0.949, H31 1.053
7 H 4.78 -0.84 0.06  O32 0.937
8 H -0.08 0.86 -2.90  C48 1.139
9 H 0.96 -3.08 0.97  C47 1.133
10 C -0.07 2.92 -2.21  H27 1.064, H33 1.076, H44 1.095, C48 1.561
11 O 0.06 -1.59 -3.34  H3 1.005, H40 0.973
12 H 3.55 -0.13 0.49  O32 0.948
13 O -1.20 -3.20 1.17  H43 1.039, C47 1.463
14 H 0.80 1.24 -0.48  C2 1.145
15 O -1.76 -1.24 3.05  H26 0.941, H36 0.931
16 H 2.71 -0.46 2.38  O34 1.026
17 H 2.14 1.92 1.60  O35 0.957
18 H -0.16 -1.05 -1.44  C5 1.055
19 H -3.13 -1.70 -2.56  O50 0.929
20 H -2.49 0.73 -1.67  C30 1.107
21 H 2.05 -0.50 3.53  O34 0.927
22 O -0.10 0.76 3.83  H38 0.970, H51 0.950
23 O 2.53 -1.36 -2.02  H25 0.988, H52 0.934
24 H 1.23 1.73 3.19  O6 0.949
25 H 3.49 -1.24 -2.20  O23 0.988
26 H -2.66 -1.02 3.20  O15 0.941
27 H -0.67 3.56 -1.61  C10 1.064
28 H -0.81 1.44 0.18  C2 1.087
29 H 2.78 1.66 0.16  O35 0.937
30 C -2.19 1.40 -2.50  H20 1.107, H39 1.074, C48 1.629, H53 1.091
31 H 2.71 1.88 3.38  O6 1.053
32 O 4.21 -0.14 -0.19  H7 0.937, H12 0.948
33 H 0.96 2.86 -1.90  C10 1.076
34 O 2.85 -0.07 3.32  H16 1.026, H21 0.927
35 O 2.34 1.29 0.91  H17 0.957, H29 0.937
36 H -1.69 -1.30 2.13  O15 0.931
37 O -3.83 1.21 0.19  H41 0.988, H49 0.862
38 H -0.16 0.51 4.77  O22 0.970
39 H -2.46 0.82 -3.37  C30 1.074
40 H 1.03 -1.63 -3.32  O11 0.973
41 H -3.49 0.31 0.40  O37 0.988
42 H -1.79 -0.75 -0.65  C5 1.187
43 H -1.18 -3.02 2.19  O13 1.039
44 H 0.01 3.19 -3.27  C10 1.095
45 H 0.01 -3.14 -0.43  C47 1.119
46 H 0.53 -0.53 0.98  N1 0.940
47 C 0.01 -2.63 0.57  N1 1.544, H9 1.133, O13 1.463, H45 1.119
48 C -0.62 1.46 -2.10  C2 1.549, H8 1.139, C10 1.561, C30 1.629
49 H -3.22 1.72 0.54  O37 0.862
50 O -3.74 -2.07 -1.97  H4 0.939, H19 0.929
51 H -0.59 0.05 3.42  O22 0.950
52 H 2.37 -1.00 -1.17  O23 0.934
53 H -2.71 2.35 -2.62  C30 1.091

Output
LUMO = -0.056 eV
Structure (SMILES) = CC(C)CCNCO.O.O.O.O.O.O.O.O.O.O
E = -30799.605 eV
Kohn-Sham gap = 0.34212 Eh
ΔE to the lowest compared entry with this formula, charge and spin = 5.091 eV
Charge = 0

Results of the Löwdin charge analysis, in e, for atoms 1 through 4: -0.030, -0.159, 0.084, -0.001